[1]
{"formula": "C36H26MnN6O4PS", "method": "ωB97M-V/def2-TZVPD", "species": ["C", "H", "C", "C", "C", "H", "C", "H", "N", "H", "P", "C", "H", "C", "C", "Mn", "C", "C", "C", "H", "H", "C", "C", "C", "C", "C", "C", "C", "C", "C", "C", "C", "H", "H", "C", "C", "H", "C", "H", "C", "H", "O", "H", "H", "C", "N", "H", "C", "H", "H", "N", "C", "H", "C", "S", "H", "H", "C", "H", "N", "N", "C", "C", "N", "H", "H", "H", "H", "H", "O", "C", "O", "C", "O", "C"], "positions_angstrom": [[3.490, -0.506, -0.219], [1.010, -3.455, 1.323], [0.167, -1.007, -2.627], [-0.015, 2.201, -2.361], [-3.259, 1.013, 0.365], [6.583, -0.546, -1.567], [-4.362, 3.520, 0.398], [1.818, 2.474, 6.336], [0.274, 0.112, 3.717], [-2.806, -1.145, -4.253], [0.941, -0.159, -1.271], [0.070, 3.585, 0.047], [-0.751, 4.017, -3.210], [-0.029, -4.488, -0.240], [1.262, -0.311, 4.540], [-0.292, -1.223, 2.331], [-1.787, 1.314, 2.107], [-2.841, 1.950, 1.292], [5.505, -0.481, -1.511], [-0.708, 5.246, -1.063], [0.693, -5.289, -0.295], [0.155, -3.474, 0.661], [4.760, -0.277, -2.667], [4.873, -0.589, -0.284], [3.380, -0.193, -2.600], [-1.767, -2.356, -0.050], [-1.148, -0.680, -2.991], [2.730, -0.318, -1.371], [0.423, 1.556, -1.198], [-2.027, -3.395, -0.955], [1.840, 0.496, 5.484], [0.478, 2.262, 0.005], [2.808, -0.027, -3.504], [5.258, -0.179, -3.622], [-1.798, -1.415, -3.965], [1.389, 1.805, 5.602], [5.446, -0.731, 0.623], [0.779, -2.130, -3.200], [-0.036, 1.678, -3.307], [-4.781, 2.576, -0.541], [0.836, 1.787, 0.907], [0.191, -2.772, 3.435], [-1.665, 0.136, -2.505], [1.772, -2.429, -2.891], [-3.379, 3.221, 1.334], [-2.594, -1.257, -0.141], [-0.007, 3.247, 4.818], [-4.233, 1.300, -0.572], [-1.364, -5.259, -1.751], [1.587, -1.332, 4.402], [-0.712, -2.440, 0.779], [0.116, -2.862, -4.169], [-2.905, -3.305, -1.577], [-2.466, -0.212, 0.597], [2.731, -0.581, 1.381], [0.602, -3.717, -4.620], [-5.552, 2.846, -1.250], [-0.384, 4.215, -1.103], [-4.817, 4.502, 0.396], [-1.163, 1.939, 3.032], [-1.616, 0.017, 1.655], [-0.166, 1.384, 3.816], [-0.416, 3.524, -2.307], [-1.024, -2.547, 3.597], [-4.558, 0.555, -1.286], [-1.679, -3.071, -5.325], [0.104, 4.117, 0.988], [2.631, 0.103, 6.105], [-3.050, 3.943, 2.068], [3.180, 0.560, 2.126], [-1.166, -4.459, -1.049], [2.952, -1.885, 1.951], [0.387, 2.243, 4.770], [1.266, -0.440, 0.987], [-1.167, -2.500, -4.562]], "lowdin_spin": [0.006, 0.001, 0.058, 0.025, 0.000, 0.000, 0.002, 0.000, -0.022, -0.002, 0.426, -0.002, 0.000, 0.001, 0.012, 3.399, 0.008, 0.001, 0.006, 0.001, 0.000, 0.011, 0.001, 0.000, 0.015, 0.010, 0.055, 0.032, 0.043, -0.001, 0.000, 0.017, 0.001, 0.000, -0.006, 0.010, 0.000, 0.056, 0.001, 0.001, 0.001, 0.203, 0.001, 0.002, 0.001, 0.006, 0.000, 0.001, 0.000, 0.000, -0.019, -0.005, 0.000, 0.008, 0.015, -0.001, 0.000, 0.019, 0.000, 0.005, -0.001, 0.006, 0.000, 0.331, 0.000, 0.004, 0.000, 0.000, 0.000, 0.009, 0.009, 0.008, -0.001, 0.173, 0.064], "energy_ev": -106322.857, "relative_energy_kcal_mol": 0.0, "total_charge": 1, "spin_multiplicity": 6, "e_homo_ev": [-10.683, -11.099]}

[2]
{"formula": "C36H26N4O2PPtS", "method": "ωB97M-V/def2-TZVPD", "species": ["N", "C", "C", "C", "C", "O", "H", "H", "H", "H", "C", "H", "C", "C", "C", "C", "C", "H", "C", "H", "C", "S", "H", "C", "H", "H", "C", "Pt", "H", "H", "H", "C", "H", "H", "P", "C", "C", "H", "H", "H", "C", "N", "C", "C", "C", "C", "C", "C", "H", "N", "C", "C", "H", "H", "N", "C", "O", "H", "H", "C", "C", "C", "C", "C", "C", "H", "C", "C", "H", "C", "H"], "positions_angstrom": [[3.325, -0.170, -0.170], [0.555, 2.651, 4.252], [-3.289, 0.056, -0.231], [0.222, 0.995, -4.184], [-0.553, 0.077, -3.503], [5.634, -1.140, -1.071], [-1.708, 1.048, 4.635], [3.844, 1.240, 1.860], [0.912, 3.020, -4.285], [-1.760, 2.135, -1.064], [1.714, 1.961, 2.189], [-4.997, -4.272, -3.419], [3.554, -1.470, -2.197], [-3.752, -2.754, -2.582], [4.917, -2.877, -4.192], [0.299, 2.312, -3.745], [-4.656, -1.138, -4.650], [5.457, -3.422, -4.954], [-1.392, 0.270, 1.320], [0.771, 0.685, -5.062], [-0.541, 2.335, 2.086], [-1.258, -2.388, -0.537], [-0.364, 3.758, -2.300], [-0.916, 0.904, 2.540], [6.681, -2.477, -3.048], [-5.627, 1.780, 2.314], [-3.747, -0.639, -3.733], [0.151, 0.081, 0.022], [-3.426, -3.398, -1.776], [-5.008, -0.505, -5.452], [-0.020, 0.434, 2.942], [-5.105, -2.446, -4.542], [-3.871, 2.173, 3.831], [-5.807, -2.837, -5.265], [-2.229, -0.672, -1.444], [-1.748, 1.538, 3.658], [-0.412, 2.731, -2.628], [-0.613, -0.947, -3.849], [0.596, 2.898, 5.305], [-3.404, 0.383, -3.836], [-4.967, 1.275, 1.621], [0.714, 2.176, 1.411], [1.686, 2.282, 3.632], [2.738, -0.742, -1.203], [-4.652, -3.252, -3.508], [5.608, -2.348, -3.122], [-0.758, 2.793, 3.531], [-1.253, 0.492, -2.369], [-1.201, 3.772, 3.710], [2.430, 0.481, 0.573], [4.943, -1.645, -2.118], [-5.495, 0.762, 0.417], [-5.092, -0.219, -1.428], [1.811, -1.900, -3.344], [-0.204, -3.490, -2.943], [3.539, -2.717, -4.286], [1.471, -0.674, -1.409], [6.565, -1.368, -1.177], [2.989, -3.139, -5.115], [2.881, -2.021, -3.296], [-4.683, 0.155, -0.500], [-3.628, 1.143, 1.951], [-3.143, 1.690, 3.192], [-1.184, 1.821, -1.927], [-0.626, -3.041, -1.972], [-6.551, 0.865, 0.213], [2.801, 1.216, 1.562], [-3.286, -1.446, -2.692], [2.613, 2.205, 4.181], [-2.755, 0.466, 1.003], [-1.298, 2.733, 1.412]], "lowdin_spin": [0.057, 0.027, 0.136, 0.006, 0.012, 0.004, 0.022, 0.005, 0.001, 0.002, 0.041, 0.000, 0.003, 0.003, 0.003, 0.018, 0.001, 0.000, 0.472, 0.000, 0.051, 0.112, 0.000, 0.069, 0.000, 0.004, 0.001, 1.139, 0.002, 0.000, 0.008, 0.000, 0.021, 0.000, 0.062, 0.090, 0.002, 0.000, 0.001, 0.000, 0.154, 0.094, 0.007, 0.024, 0.001, 0.000, 0.047, 0.032, 0.004, 0.205, 0.003, 0.100, 0.005, 0.000, 0.029, 0.000, 0.065, 0.000, 0.000, 0.002, 0.128, 0.078, 0.487, 0.031, 0.013, 0.002, 0.004, 0.004, 0.000, 0.105, 0.004], "energy_ev": -71167.426, "relative_energy_kcal_mol": 91.8, "total_charge": 1, "spin_multiplicity": 5, "e_homo_ev": [-9.098, -10.520]}

[3]
{"formula": "C36H27Br2N7OSSc", "method": "ωB97M-V/def2-TZVPD", "species": ["C", "C", "H", "N", "N", "H", "N", "S", "C", "H", "H", "C", "C", "C", "C", "Sc", "H", "H", "C", "H", "H", "C", "H", "C", "H", "C", "N", "N", "C", "C", "N", "C", "O", "C", "C", "H", "C", "H", "Br", "C", "C", "C", "H", "C", "H", "H", "H", "C", "H", "C", "C", "C", "Br", "H", "C", "C", "H", "C", "H", "H", "C", "N", "H", "C", "C", "H", "H", "H", "C", "C", "C", "H", "C", "H", "C"], "positions_angstrom": [[2.760, -3.621, -1.011], [0.608, -3.452, 0.627], [3.570, -2.405, -3.245], [-0.961, 0.107, 2.191], [1.453, -0.253, -1.738], [-0.586, -1.486, 3.444], [-1.470, 1.245, -0.093], [1.695, 1.852, 1.820], [-1.420, -1.640, -2.786], [6.483, 1.759, 0.574], [-0.782, -2.487, -2.566], [-1.330, 1.462, 2.133], [-2.207, -1.639, -3.930], [-3.047, 0.491, -3.263], [1.355, -4.613, 0.653], [0.001, -0.322, -0.016], [-1.948, 4.122, 6.664], [-0.272, -3.371, 1.260], [2.961, -0.414, 4.982], [2.749, 1.680, -4.173], [3.622, -3.677, -1.655], [5.640, 3.725, 0.569], [-2.218, 5.308, 4.526], [2.157, -1.386, -1.963], [3.007, 0.167, 7.041], [3.322, 3.887, 1.152], [-1.608, 2.020, 0.995], [-1.413, -0.652, -1.892], [1.930, -2.507, -1.015], [2.489, -4.694, -0.160], [0.877, -2.395, -0.159], [-1.796, 3.596, 3.328], [1.457, 0.597, 0.946], [2.756, 0.465, 6.034], [-0.842, -0.433, 3.379], [-3.649, -0.512, -5.062], [3.276, -0.384, -3.847], [1.101, 1.697, -2.321], [3.619, -6.199, -0.114], [-1.962, 4.261, 4.523], [-2.308, 1.377, -1.065], [1.920, 2.112, 4.504], [2.800, -0.722, 2.857], [-1.822, 3.586, 5.737], [-1.916, 4.100, 2.381], [1.530, 3.098, 4.298], [2.429, 4.469, 1.325], [-2.239, 0.402, -2.131], [4.553, 5.569, 0.674], [-1.518, 2.238, 5.769], [2.134, 1.227, 3.458], [-1.341, 1.560, 4.570], [4.527, -0.480, -5.253], [4.366, 0.654, 1.231], [4.411, 1.726, 1.102], [2.234, 1.728, 5.797], [2.087, 2.416, 6.613], [2.644, -0.041, 3.684], [6.565, 4.196, 0.274], [-1.427, 1.715, 6.706], [-1.476, 2.233, 3.340], [-1.039, 0.208, 4.525], [-2.188, -2.484, -4.600], [1.672, 0.798, -2.538], [-3.028, -0.549, -4.181], [-0.989, -0.287, 5.408], [1.081, -5.441, 1.287], [3.387, -1.386, 5.175], [3.045, -1.490, -3.028], [4.508, 4.498, 0.786], [2.577, 0.795, -3.582], [-3.671, 1.361, -3.407], [5.592, 2.348, 0.728], [-3.098, 2.125, -1.034], [3.287, 2.508, 1.307]], "mulliken_charge": [-0.909, -0.604, 0.592, -0.188, 0.904, 0.409, 0.756, 0.265, -0.059, 0.459, 0.545, 0.193, -1.009, -0.959, -0.756, -0.009, 0.477, 0.590, -0.752, 0.509, 0.582, -0.497, 0.490, 0.584, 0.479, -0.251, -1.312, 0.157, 1.124, -0.276, 0.608, -0.443, 0.117, -0.682, -0.560, 0.484, -0.414, 0.581, -0.027, -0.891, -0.522, -0.388, 0.415, -0.594, 0.554, 0.436, 0.504, 0.865, 0.452, -0.901, 0.669, 0.186, -0.044, 0.380, -0.390, -0.830, 0.525, 0.001, 0.457, 0.488, 1.196, 0.272, 0.464, -0.544, -0.302, 0.333, 0.475, 0.487, -0.887, -0.841, -0.856, 0.471, -0.873, 0.441, 0.593], "energy_ev": -221850.143, "relative_energy_kcal_mol": 11.5, "total_charge": 3, "spin_multiplicity": 1, "e_homo_ev": -16.002}